Molecular formula: C3H16NO4
Method: DFT, ωB97M-V/def2-TZVPD

Each line ends with the Mulliken charge.
Positions of all 24 atoms, in Å:
1 H -1.359 0.430 -3.062  0.274
2 H -0.238 0.327 -1.065  0.359
3 H -1.509 -0.841 0.514  0.451
4 H 0.405 2.387 0.629  0.329
5 C -0.201 -1.898 2.339  -1.428
6 H 0.363 -2.343 1.515  0.431
7 H 0.082 -2.292 3.312  0.395
8 H 1.797 -0.333 2.817  0.377
9 H 1.674 -0.344 1.184  0.357
10 H -0.621 0.250 2.904  0.349
11 O 0.704 2.622 1.516  -0.648
12 O -0.467 -1.407 -4.741  -0.612
13 H 1.388 1.088 2.004  0.327
14 H 0.989 3.531 1.605  0.296
15 C -0.171 -0.400 2.159  0.172
16 H -1.552 0.879 0.966  0.316
17 O 0.087 0.342 -0.130  -0.611
18 H 0.098 0.202 -3.461  0.309
19 N 1.262 0.049 2.038  -0.287
20 H -1.210 -2.266 2.144  0.362
21 O -0.455 0.504 -2.738  -0.588
22 H 0.371 -1.686 -5.106  0.304
23 C -0.898 0.013 0.819  -0.536
24 H -1.041 -2.164 -4.872  0.301

The value obtained for the energy above the lowest of the compared OMol25 structures with the same formula, charge and spin is 3.4 kcal per mole. Its frontier orbital gap is 11.51 eV. The charge is +1. The calculated total energy comes out at -479.3946 a.u. As for the HOMO energy: -14.153 eV.

Molecular formula: C3H16O4S
Method: DFT, ωB97M-V/def2-TZVPD

Each line ends with the Mulliken charge.
Positions of all 24 atoms, in Å:
1 O 3.559 -0.006 -0.112  -0.677
2 H 1.511 -0.575 1.377  0.244
3 H 0.789 0.957 -0.780  0.274
4 H 3.654 1.022 0.006  0.348
5 H -1.863 -1.592 1.043  0.410
6 H -1.812 2.480 0.048  0.349
7 H -1.210 1.570 -1.398  0.378
8 O 1.972 -1.508 1.419  -0.784
9 C -0.969 1.966 -0.389  -1.212
10 C -1.831 -0.790 0.349  -0.356
11 H -0.095 2.555 -0.368  0.556
12 H 1.073 -1.919 -0.368  0.392
13 H -3.137 0.660 1.121  0.290
14 H -3.956 -0.784 0.455  0.349
15 C -3.156 -0.032 0.283  -1.007
16 H 1.607 -1.820 2.302  0.345
17 S -0.342 0.550 1.177  -0.185
18 O 1.328 0.571 -1.517  -0.629
19 H 1.274 -1.292 -1.679  0.360
20 O 0.749 -1.948 -1.237  -0.672
21 H 2.251 0.807 -1.249  0.247
22 H -3.386 0.513 -0.668  0.271
23 H 3.225 -0.345 0.725  0.327
24 H -1.238 -1.041 -0.541  0.380

The value obtained for the energy above the lowest of the compared OMol25 structures with the same formula, charge and spin is 75.1 kcal per mole. Its frontier orbital gap is 9.21 eV. The calculated total energy comes out at -822.9412 a.u. As for the HOMO energy: -9.365 eV. Its SMILES is CCSC.O.O.O.O.

Molecular formula: C3H16O5
Method: DFT, ωB97M-V/def2-TZVPD

Each line ends with the Mulliken charge.
Positions of all 24 atoms, in Å:
1 H -0.502 1.917 -2.039  0.377
2 O 1.689 -1.071 1.760  -0.760
3 H 1.562 1.367 0.116  0.279
4 H -1.494 1.658 0.391  0.269
5 H -0.263 2.587 1.270  0.394
6 C 0.530 1.226 -0.195  0.263
7 O -0.554 -1.480 -2.387  -0.677
8 H -1.242 -1.144 -1.763  0.339
9 C 0.412 2.093 -1.469  -1.511
10 H 1.154 -2.376 0.629  0.423
11 H 0.546 3.144 -1.175  0.377
12 H 0.391 0.196 -0.434  -0.027
13 O -1.617 -1.196 0.333  -0.716
14 H 2.008 -0.646 2.560  0.290
15 H 0.359 -2.398 -0.692  0.327
16 O 0.539 -2.924 0.107  -0.748
17 H -1.102 -0.653 0.953  0.309
18 O -0.461 0.689 1.997  -0.647
19 H -1.269 -2.099 0.346  0.441
20 H -1.295 0.343 2.331  0.280
21 H 1.215 1.832 -2.174  0.374
22 C -0.483 1.613 0.838  -0.344
23 H 0.927 -0.499 1.522  0.379
24 H -1.051 -2.180 -2.825  0.309

The value obtained for the energy above the lowest of the compared OMol25 structures with the same formula, charge and spin is 11.0 kcal per mole. Its frontier orbital gap is 11.26 eV. The calculated total energy comes out at -500.0860 a.u. As for the HOMO energy: -10.710 eV. Its SMILES is CCCO.O.O.O.O.

Molecular formula: C3H16O5
Method: DFT, ωB97M-V/def2-TZVPD

Each line ends with the Mulliken charge.
Positions of all 24 atoms, in Å:
1 H 0.826 1.670 3.616  0.332
2 H -0.863 3.292 -5.916  0.322
3 H -1.163 -0.463 2.808  0.219
4 C -0.131 1.283 3.265  -1.373
5 O 4.855 -1.763 -0.433  -0.629
6 H -0.400 0.728 -1.640  0.315
7 C 0.231 -0.768 4.512  -1.177
8 H -0.468 -0.486 5.299  0.351
9 H -0.965 1.664 3.853  0.383
10 H 0.687 -1.523 2.006  0.311
11 H 0.267 -1.855 4.434  0.334
12 H -1.213 0.203 -2.804  0.324
13 H 4.811 -2.165 -1.301  0.321
14 H 1.251 -0.514 4.800  0.318
15 H -3.134 -2.212 -5.248  0.321
16 C -0.171 -0.200 3.177  0.529
17 H -1.540 4.158 -6.957  0.319
18 O 0.788 -0.592 2.215  -0.552
19 O -0.775 3.600 -6.818  -0.642
20 O -0.713 0.965 -2.512  -0.642
21 H -0.266 1.753 2.291  0.325
22 H -2.767 -3.102 -4.080  0.319
23 O -3.120 -2.238 -4.291  -0.637
24 H 3.970 -1.434 -0.276  0.309

The value obtained for the energy above the lowest of the compared OMol25 structures with the same formula, charge and spin is 21.8 kcal per mole. Its frontier orbital gap is 10.87 eV. The calculated total energy comes out at -500.0688 a.u. As for the HOMO energy: -10.543 eV. Its SMILES is CC(C)O.O.O.O.O.

Molecular formula: C3H17B2ClCoN3O10
Method: DFT, ωB97M-V/def2-TZVPD

Each line ends with the Mulliken charge.
Positions of all 37 atoms, in Å:
1 H 1.681 -3.559 0.605  -0.205
2 H 0.538 -2.264 0.314  -0.293
3 H 1.420 -1.609 -1.940  0.380
4 O -1.909 -0.267 -1.545  -0.623
5 H -1.422 2.645 -2.289  0.444
6 H -0.368 1.399 -1.241  0.127
7 H 0.006 -3.703 1.064  0.056
8 Cl -0.121 0.199 1.321  1.458
9 C 0.236 3.273 1.773  -0.739
10 O -3.449 1.280 -1.813  -0.677
11 N -0.567 3.713 0.650  0.946
12 C 1.940 -0.787 -1.447  -0.395
13 C -1.268 1.982 -1.437  -0.615
14 H 0.866 4.067 2.175  0.311
15 H 2.569 -0.142 -2.060  0.330
16 O 2.378 -2.303 0.296  -0.672
17 H -0.404 -2.744 -0.444  0.536
18 H -1.650 -1.524 -0.096  0.355
19 H -1.641 2.527 -0.570  0.212
20 B -1.114 -2.052 -0.869  -0.364
21 H -1.826 -2.690 -1.370  -0.315
22 O 3.938 -0.984 -0.256  -0.705
23 H 1.115 -2.690 2.010  -0.302
24 O -0.191 3.281 -0.455  -0.406
25 H -0.480 2.913 2.512  0.368
26 O -0.295 0.569 2.692  -0.733
27 N 2.783 -1.384 -0.399  1.052
28 O -1.056 0.935 0.532  -0.491
29 O -1.607 4.381 0.877  -0.609
30 H -0.604 -1.340 -1.499  -0.183
31 O 1.210 0.484 0.892  -0.701
32 H 1.179 -0.175 -0.963  -0.184
33 Co -0.833 -2.552 0.810  0.248
34 N -2.301 0.912 -1.553  0.982
35 B 0.842 -3.021 1.020  0.786
36 O -0.413 -1.180 1.258  -0.622
37 H 0.816 2.410 1.448  0.243

The value obtained for the energy above the lowest of the compared OMol25 structures with the same formula, charge and spin is 375.5 kcal per mole. The expectation value of S² is 3.768. Its frontier orbital gap (alpha / beta) is 5.96 / 7.60 eV. The charge is -1. The calculated total energy comes out at -2932.5493 a.u. The spin multiplicity is 4. As for the HOMO energy (alpha / beta): -3.735 / -5.365 eV.

Molecular formula: C3H17CdO7
Method: DFT, ωB97M-V/def2-TZVPD

Each line ends with the Mulliken charge.
Positions of all 28 atoms, in Å:
1 C -1.193 -1.844 -2.284  -0.714
2 H -0.144 -2.174 -2.439  0.179
3 H 0.531 -1.933 1.412  0.281
4 H -2.890 1.389 -0.591  0.244
5 H -0.633 0.809 3.531  0.223
6 H 0.306 1.496 -2.968  0.213
7 O 0.759 2.404 0.449  -0.468
8 H -1.846 -2.700 -2.518  0.231
9 Cd -0.221 0.403 -0.134  1.987
10 H -1.782 1.915 2.676  0.200
11 O 1.660 -0.480 0.323  -0.903
12 O -0.169 -2.610 1.479  -0.588
13 O -1.398 -1.276 -1.042  -0.744
14 H -1.893 2.429 -1.133  0.219
15 H 3.250 -1.665 1.044  0.206
16 O 0.535 1.042 -2.149  -0.457
17 H 0.591 3.354 0.446  0.220
18 H 1.662 2.302 0.782  0.240
19 H 3.686 -0.096 0.340  0.206
20 H -2.400 0.537 3.429  0.234
21 C 2.979 -0.938 0.260  -0.971
22 H 0.203 -3.389 1.053  0.257
23 O -1.366 0.103 1.713  -0.715
24 H -1.320 -1.066 -3.070  0.144
25 H 1.503 1.022 -2.129  0.247
26 H 3.043 -1.484 -0.697  0.285
27 C -1.503 0.851 2.856  -0.846
28 O -1.950 1.600 -0.640  -0.410

The value obtained for the energy above the lowest of the compared OMol25 structures with the same formula, charge and spin is 16.9 kcal per mole. Its frontier orbital gap is 5.20 eV. The charge is -1. The calculated total energy comes out at -818.8118 a.u. As for the HOMO energy: -2.974 eV.

Molecular formula: C3H18ClN6O6
Method: DFT, ωB97M-V/def2-TZVPD

Each line ends with the Mulliken charge.
Positions of all 34 atoms, in Å:
1 Cl 26.447 -30.148 11.115  -0.506
2 H 22.363 -30.685 11.921  0.151
3 O 25.072 -29.450 7.872  -0.616
4 N 28.583 -31.168 8.498  -0.257
5 H 26.432 -33.778 11.789  0.305
6 H 26.533 -32.268 11.778  0.221
7 H 30.796 -26.926 12.721  0.147
8 O 28.426 -28.531 13.949  -0.634
9 H 25.618 -29.530 8.655  0.314
10 N 22.470 -32.173 13.469  -0.422
11 C 23.580 -31.558 13.239  0.688
12 O 29.505 -32.447 10.098  -0.602
13 H 27.938 -30.751 9.154  0.108
14 H 25.529 -29.965 7.207  0.298
15 H 30.785 -33.142 8.242  0.256
16 H 29.930 -32.187 6.971  0.163
17 C 29.073 -27.904 13.139  0.615
18 N 28.552 -27.367 12.154  -0.382
19 N 23.326 -30.802 12.204  -0.221
20 H 29.183 -27.236 11.376  0.207
21 H 27.593 -27.608 11.952  0.219
22 O 26.538 -33.022 12.367  -0.307
23 O 24.652 -31.855 13.775  -0.514
24 H 28.595 -30.950 7.512  0.125
25 H 21.636 -31.617 13.348  0.165
26 N 30.060 -32.518 7.916  -0.412
27 H 28.226 -31.075 12.755  0.234
28 H 29.425 -31.560 13.543  0.292
29 H 22.372 -32.968 14.085  0.212
30 H 30.842 -27.977 14.095  0.226
31 C 29.422 -32.095 8.945  0.649
32 H 24.030 -30.241 11.747  0.138
33 O 28.485 -31.703 13.429  -0.467
34 N 30.315 -27.563 13.340  -0.391

The expectation value of S² is 0.757. Its frontier orbital gap (alpha / beta) is 9.70 / 4.13 eV. The calculated total energy comes out at -1365.1943 a.u. The spin multiplicity is 2. As for the HOMO energy (alpha / beta): -9.325 / -9.011 eV.

Molecular formula: C3H18O6
Method: DFT, ωB97M-V/def2-TZVPD

Each line ends with the Mulliken charge.
Positions of all 27 atoms, in Å:
1 H 2.788 1.814 -1.455  0.168
2 H -3.054 0.827 4.371  0.333
3 H 2.973 2.502 3.628  0.299
4 H -4.063 -1.579 -1.829  0.326
5 H 1.847 -0.543 -1.404  0.244
6 H -0.668 -0.538 0.990  0.394
7 O 0.330 -5.228 -0.381  -0.635
8 O -2.815 -0.093 4.483  -0.634
9 O 2.765 3.274 3.102  -0.654
10 H 1.677 3.639 -2.609  0.320
11 C 1.575 0.206 -2.148  -1.201
12 C 1.474 2.605 -2.886  -1.346
13 H 1.274 -5.117 -0.490  0.328
14 H 0.518 0.052 -2.364  0.255
15 H 2.226 2.938 2.386  0.348
16 H 2.252 -0.037 -2.966  0.387
17 C 1.738 1.645 -1.693  0.497
18 H -3.000 -0.279 5.404  0.317
19 H 2.182 2.422 -3.694  0.357
20 H -4.985 -2.142 -0.768  0.319
21 H -1.476 -0.960 2.292  0.420
22 H 0.181 -5.112 0.558  0.305
23 H -1.836 -1.625 0.882  0.414
24 O -1.151 -1.239 1.433  -0.370
25 H 0.476 2.550 -3.320  0.331
26 O -4.096 -1.813 -0.901  -0.632
27 O 0.870 1.831 -0.620  -0.890

The value obtained for the energy above the lowest of the compared OMol25 structures with the same formula, charge and spin is 136.2 kcal per mole. Its frontier orbital gap is 4.39 eV. The calculated total energy comes out at -576.3276 a.u. As for the HOMO energy: -5.663 eV.

Molecular formula: C3H20NO6
Method: DFT, ωB97M-V/def2-TZVPD

Each line ends with the Mulliken charge.
Positions of all 30 atoms, in Å:
1 H 1.192 3.792 0.827  0.298
2 H -1.505 -2.050 -2.228  0.304
3 H -2.266 0.082 2.941  0.352
4 O 1.001 -0.087 1.904  -0.598
5 H 0.557 0.730 2.150  0.310
6 H -2.082 -1.018 -3.082  0.280
7 H -2.348 1.093 1.125  0.338
8 H 0.580 -1.958 -2.149  0.327
9 H -0.665 -1.289 2.397  -0.032
10 H -0.868 -1.454 0.016  0.320
11 H 1.970 -0.672 -2.372  0.336
12 C 0.283 -1.299 1.863  -0.061
13 C 1.440 -1.430 -1.801  -0.855
14 O 1.209 2.408 -2.337  -0.635
15 O 1.022 3.100 0.173  -0.646
16 N 1.163 -0.903 -0.422  -0.054
17 H 1.059 -1.947 2.269  0.375
18 H 1.084 3.044 -1.597  0.342
19 H 0.134 3.357 -0.112  0.327
20 H -1.885 2.559 0.952  0.256
21 O -2.912 -0.513 2.554  -0.657
22 H 0.835 0.052 -0.602  0.302
23 O -1.343 -1.134 -2.484  -0.617
24 O -1.579 1.669 1.142  -0.557
25 H 2.226 -2.201 -1.791  0.370
26 H 2.035 -0.835 0.097  0.374
27 H 2.032 2.735 -2.716  0.311
28 H -2.794 -1.421 2.834  0.303
29 C 0.152 -1.674 0.321  -0.575
30 H 0.274 -2.737 0.128  0.462

The value obtained for the energy above the lowest of the compared OMol25 structures with the same formula, charge and spin is 52.2 kcal per mole. Its frontier orbital gap is 11.37 eV. The charge is +1. The calculated total energy comes out at -632.2183 a.u. As for the HOMO energy: -13.984 eV.

Molecular formula: C3H20O6
Method: DFT, ωB97M-V/def2-TZVPD

Each line ends with the Mulliken charge.
Positions of all 29 atoms, in Å:
1 H -0.793 3.554 2.154  0.311
2 O 1.967 2.317 -0.928  -0.603
3 O 1.698 0.130 -3.472  -0.569
4 H -2.050 -3.486 1.757  0.285
5 H -1.699 -1.089 -2.846  0.311
6 H -1.574 -2.212 2.673  0.328
7 H 0.250 3.230 1.221  0.259
8 H -1.888 0.956 -0.560  0.299
9 H -0.284 -3.529 2.403  0.240
10 C -0.503 -2.245 0.791  -0.204
11 C -1.108 -2.916 1.993  -1.042
12 H -1.096 -2.590 -0.121  0.213
13 O -1.201 -1.579 -3.492  -0.620
14 O 2.299 2.109 2.553  -0.607
15 H -0.449 -1.080 -3.781  0.312
16 H -2.791 0.613 -1.917  0.302
17 H 1.765 0.881 -2.842  0.284
18 O -1.890 0.595 -1.440  -0.635
19 C -0.280 -0.691 0.996  -0.835
20 H 1.637 1.735 2.058  0.341
21 H -0.972 -0.280 1.672  0.516
22 H 1.365 1.707 -1.161  0.322
23 O -0.662 2.911 1.459  -0.570
24 H 0.703 -0.592 1.500  0.230
25 H 1.780 3.211 -0.771  0.295
26 H 2.399 -0.357 -3.270  0.285
27 H 0.588 -2.671 0.622  0.247
28 H -0.299 -0.301 0.041  0.017
29 H 3.088 1.671 2.707  0.288

Its frontier orbital gap is 10.92 eV. The calculated total energy comes out at -577.6428 a.u. As for the HOMO energy: -10.728 eV. Its SMILES is CCC.O.O.O.O.O.O.